187
Properties=species:S:1:pos:R:3:forces:R:3 method="wB97M-V/def2-TZVPD" e_homo_ev=-10.5 orbital_gap_ev=10.170 multiplicity=1
C -1.86791 -1.17187 -4.97417 2.0 -1.5 -1.2
C -0.58500 -0.34994 -4.93170 0.5 -1.1 2.0
O -0.00709 -0.84173 -3.63845 0.0 -0.5 -0.7
C -0.40385 -2.13822 -3.44422 0.8 1.3 0.1
O 0.18138 -2.91991 -2.73019 -0.9 0.6 -0.8
O -1.49539 -2.36856 -4.17976 -0.4 0.3 -0.3
H -2.03679 -1.55984 -5.99288 -0.3 0.3 0.5
H -2.70605 -0.68732 -4.56261 -1.0 0.4 0.6
H -0.66193 0.70117 -4.79677 -0.6 0.8 -0.1
H 0.14992 -0.53282 -5.70647 0.0 -0.4 -0.2
C -4.50058 -1.37704 9.55109 -0.1 0.1 0.4
C -5.64833 -1.21790 8.55833 -1.0 1.3 0.8
O -5.28828 -0.01655 7.83911 0.7 0.1 0.8
C -3.98999 0.32147 8.12457 -1.3 -1.3 0.1
O -3.45918 1.25410 7.64587 0.9 0.7 -0.3
O -3.44711 -0.58369 8.98200 -0.3 0.3 0.1
H -4.17930 -2.39591 9.64515 0.4 -0.5 -0.2
H -4.73287 -1.03853 10.58497 0.1 0.2 -0.8
H -6.61616 -0.98900 9.11507 1.1 -0.6 -1.0
H -5.73616 -1.98124 7.79833 -0.2 -0.4 0.3
C 2.33762 -5.10255 4.72363 -1.6 0.5 -0.2
C 3.30272 -5.09783 3.54809 -0.3 -0.2 0.6
O 2.52398 -4.47573 2.50391 0.0 -0.1 0.4
C 1.20020 -4.56956 2.80841 0.0 -0.6 -1.3
O 0.31583 -4.30584 2.03278 0.7 0.2 0.6
O 1.02369 -5.12026 3.99854 0.9 -0.1 1.2
H 2.33870 -4.16668 5.26806 0.1 0.3 0.0
H 2.30349 -5.89878 5.47817 0.3 -0.1 -0.7
H 3.56159 -6.12698 3.29059 0.1 0.2 -0.4
H 4.19044 -4.50026 3.76414 -0.1 -0.1 -0.3
C -6.78355 0.11768 5.22352 -0.8 0.5 1.3
C -5.59251 0.54435 4.35907 0.2 -0.8 0.5
O -5.08538 -0.77610 4.01046 0.5 -0.4 -0.6
C -5.54079 -1.74825 4.83373 1.7 -2.3 -1.5
O -5.17260 -2.94074 4.77931 -1.0 3.6 0.4
O -6.42440 -1.23401 5.65333 -1.3 0.2 0.2
H -7.76021 0.10774 4.67890 0.9 -0.3 0.3
H -6.92170 0.63867 6.21568 0.3 -0.1 -1.4
H -4.81046 1.04514 4.93078 -0.1 -0.1 0.2
H -5.75101 1.15286 3.45793 -0.4 -0.6 0.3
C 5.28990 -4.61309 -0.09232 0.5 0.4 0.8
C 4.13078 -3.69189 0.04221 -0.3 1.0 -1.2
O 4.49785 -2.86847 1.11573 -1.4 0.8 1.4
C 5.81402 -2.90640 1.40197 -2.8 -1.3 -2.4
O 6.27113 -2.27343 2.26843 1.8 0.8 1.3
O 6.33520 -3.75361 0.50720 1.7 -1.4 -0.5
H 5.51360 -4.90380 -1.12109 0.4 0.2 0.3
H 5.15254 -5.49266 0.53526 0.4 -0.1 0.0
H 3.16053 -4.12878 0.21397 -0.1 -0.3 0.2
H 4.06952 -3.05053 -0.83957 -0.1 0.0 -0.1
C 1.84100 3.67884 0.94714 -1.3 0.7 0.1
C 1.62982 4.98542 0.19971 1.0 -0.8 -0.3
O 0.68600 5.69567 0.93892 -1.0 -0.1 0.8
C -0.02375 4.79628 1.68518 -0.3 0.9 1.0
O -0.97662 5.11823 2.35468 0.9 -0.7 -0.9
O 0.54650 3.59169 1.63944 0.7 -0.3 0.3
H 2.71411 3.69437 1.61484 -0.6 -0.1 0.1
H 1.88539 2.88891 0.23087 0.2 -0.8 -0.1
H 1.20952 4.77036 -0.78649 0.4 0.3 -0.1
H 2.57516 5.48614 0.25337 0.3 0.7 -0.8
C 3.28825 1.46468 -8.46364 1.2 0.6 -2.6
C 4.43634 1.94020 -7.56025 -1.1 0.2 -0.7
O 4.35319 0.99524 -6.56070 0.2 -1.6 2.2
C 3.35519 0.12198 -6.73008 -1.1 -2.5 1.1
O 3.15008 -0.85876 -6.01634 0.5 2.4 -1.3
O 2.59546 0.40973 -7.82028 1.2 0.6 1.0
H 3.70272 1.07551 -9.43663 -0.5 0.3 0.9
H 2.70950 2.33823 -8.66362 -1.2 0.1 -0.2
H 4.28484 2.94852 -7.15668 0.0 -0.3 0.0
H 5.39163 1.84730 -8.02850 0.7 0.2 -0.4
C -1.67746 -5.51884 -2.17510 1.3 0.7 -2.2
C -1.79468 -5.53582 -3.74260 0.7 -0.5 2.2
O -2.95977 -6.32455 -3.92453 0.8 0.5 -1.0
C -3.68734 -6.18085 -2.83491 -2.8 -1.0 0.0
O -4.84056 -6.49701 -2.77959 0.3 0.1 0.2
O -3.01144 -5.66912 -1.82297 -0.1 0.3 1.6
H -1.22441 -4.60305 -1.82279 -0.4 0.4 0.2
H -1.02354 -6.30308 -1.85598 0.0 -1.0 0.5
H -0.96375 -6.02831 -4.17928 0.7 -0.4 -0.6
H -1.88108 -4.53357 -4.06792 -0.5 0.8 -0.8
C 2.34623 -4.74124 -3.65084 0.2 -1.5 1.0
C 2.61150 -3.71180 -4.73044 0.5 -2.0 -1.6
O 3.95206 -4.14002 -5.24189 -1.0 1.3 -0.3
C 4.42758 -5.14697 -4.55546 2.1 -2.7 0.5
O 5.48129 -5.75868 -4.75723 -2.3 2.0 0.3
O 3.57396 -5.52712 -3.58014 -0.3 0.5 -0.1
H 1.53947 -5.47830 -3.75899 0.1 0.3 -1.0
H 2.13420 -4.40139 -2.65352 0.3 0.9 0.3
H 2.68116 -2.71212 -4.41329 0.1 1.2 0.4
H 1.94551 -3.82104 -5.60872 0.3 0.3 0.6
C -3.82115 5.88784 1.57768 1.0 -0.8 -0.5
C -4.25672 5.40948 0.20789 0.7 0.2 -0.4
O -5.02190 4.24114 0.50303 -0.3 -0.3 0.2
C -4.71083 3.81915 1.74833 -0.3 1.4 -0.1
O -5.09309 2.81867 2.25103 -0.3 -1.1 0.0
O -3.97310 4.72592 2.40421 -0.3 0.1 -0.2
H -4.49255 6.66439 1.84581 -0.4 0.7 1.0
H -2.77013 6.14254 1.65727 -0.1 0.4 -0.1
H -3.45705 5.07669 -0.45112 0.1 0.4 0.1
H -4.81055 6.21875 -0.27614 -0.3 -0.6 -0.2
C -1.07109 7.28090 -1.28442 -1.3 -0.1 0.8
C -0.64087 6.39920 -2.42819 0.3 1.1 -1.6
O -1.65093 6.75558 -3.44075 -0.9 -0.1 0.7
C -2.81444 7.08434 -2.78405 -0.8 -0.4 -0.1
O -3.92933 7.15406 -3.26635 2.3 -0.1 0.6
O -2.54857 7.26557 -1.46045 0.9 0.4 -0.6
H -0.69375 8.31119 -1.32262 -0.3 -0.2 -0.5
H -0.91195 6.96271 -0.25551 0.2 -0.5 -0.3
H -0.61651 5.32290 -2.32715 -0.4 -0.1 0.5
H 0.29407 6.70487 -2.90156 0.1 0.0 0.3
C 1.47506 2.17927 -3.76813 -0.9 0.6 1.6
N 1.65995 2.90234 -5.01629 1.2 3.2 -1.4
O 2.10357 4.07825 -5.01794 -0.5 -1.9 1.2
O 1.33722 2.40492 -6.06069 -0.4 -1.4 -0.5
H 1.58202 1.10292 -3.86496 0.4 0.1 -0.3
H 0.38728 2.36296 -3.53463 1.1 0.0 0.1
H 2.14569 2.62501 -2.99981 -0.6 -0.4 -0.6
C 6.37327 -1.83824 -5.37733 1.1 -1.0 -0.1
N 5.87810 -1.19542 -4.16580 -0.9 -0.1 0.1
O 5.18382 -1.85000 -3.43940 -0.7 -1.4 0.9
O 6.11296 -0.04335 -3.94567 1.0 1.7 -0.3
H 6.58504 -1.03840 -6.10379 0.4 -0.7 0.4
H 5.60480 -2.52299 -5.70255 -0.3 0.1 -0.2
H 7.20028 -2.53527 -5.02050 -0.6 1.3 -0.8
C -2.57130 1.76413 -1.23852 -0.5 0.0 0.6
N -2.13178 3.16309 -1.35360 1.2 -0.2 -0.1
O -2.56785 3.81501 -2.27361 0.0 0.5 0.0
O -1.28658 3.55474 -0.53930 -0.9 -0.1 -0.8
H -1.71064 1.11758 -1.35154 0.1 -0.1 0.0
H -3.36248 1.56683 -1.95463 0.2 0.1 0.0
H -2.94430 1.71630 -0.22170 -0.1 -0.5 0.2
C -2.84537 -2.78443 0.84719 0.7 -0.9 0.5
N -3.07717 -1.83681 -0.21777 -0.8 1.8 -0.8
O -4.24986 -1.56314 -0.44178 0.8 -0.1 -0.1
O -2.13283 -1.32506 -0.82060 -0.4 -0.6 0.3
H -1.78371 -2.81319 1.12865 -0.5 -0.1 -0.3
H -3.26081 -3.70888 0.46449 0.3 -0.4 -0.1
H -3.45957 -2.52822 1.68811 -0.2 0.5 0.3
C 3.97043 1.45465 4.31280 -0.1 1.2 -1.0
N 2.72019 0.85381 4.81792 0.1 -0.6 0.7
O 2.44729 -0.22127 4.30631 -0.4 0.7 0.6
O 2.11595 1.42033 5.73293 0.4 -0.8 -1.2
H 4.82728 0.82696 4.51448 -0.1 -0.3 0.2
H 4.08334 2.46030 4.70353 0.0 -0.1 0.4
H 3.84594 1.55951 3.22865 0.1 -0.3 0.2
C -1.68011 -3.57311 4.80411 0.8 -1.7 -0.5
N -2.02299 -2.16977 4.70923 -1.4 2.1 -1.5
O -2.15550 -1.68112 3.59626 0.6 -1.1 0.1
O -2.26540 -1.47581 5.68077 0.3 -0.9 1.0
H -1.57486 -3.88687 5.83644 -0.1 0.1 0.0
H -0.76829 -3.79520 4.22234 -0.3 0.7 0.6
H -2.39212 -4.20075 4.25515 -0.5 0.6 0.4
C -2.37916 4.97231 -6.29623 0.0 0.3 -0.6
N -2.27035 3.49186 -6.25003 1.5 0.0 1.6
O -2.82945 2.85712 -7.08240 -1.0 -0.9 -1.1
O -1.55940 2.98991 -5.37214 -0.5 0.6 -0.3
H -1.34662 5.35085 -6.23660 -0.6 0.0 0.2
H -3.02097 5.31738 -5.47139 0.4 -0.1 -0.3
H -2.82118 5.18071 -7.28622 0.2 0.1 0.7
C 1.19878 -0.81165 0.55177 0.2 -1.0 0.1
N 1.97404 -0.11047 -0.48046 1.5 -1.4 -0.1
O 1.42330 0.69931 -1.17631 -0.6 1.0 -0.4
O 3.14847 -0.44232 -0.63110 -0.7 0.3 0.2
H 0.59679 -0.08931 1.04658 -0.2 0.6 0.9
H 1.86913 -1.44857 1.15411 -0.3 0.7 -0.1
H 0.47276 -1.44458 0.06094 -0.1 -0.2 -0.5
C 5.20591 1.75876 -1.78798 0.8 -0.7 0.6
N 4.90633 2.62085 -0.62515 -2.0 1.2 -1.8
O 4.88949 2.16411 0.47271 0.5 -0.6 1.4
O 4.48127 3.74622 -0.91077 0.5 -0.2 0.4
H 6.23015 1.46238 -1.63689 0.4 -0.4 0.0
H 5.17928 2.37143 -2.67037 -0.5 0.0 -0.3
H 4.56225 0.86001 -1.71209 0.3 0.7 -0.3
C -2.32520 1.97698 3.70315 -0.2 -0.4 0.2
N -1.61162 0.96536 2.86623 2.1 0.1 0.8
O -2.20656 0.47963 1.94399 -0.4 0.0 -0.7
O -0.45212 0.62644 3.18911 -1.9 0.8 -0.4
H -3.16581 2.42590 3.17614 0.3 -0.4 -0.1
H -1.67871 2.73079 4.10969 0.7 0.1 -0.2
H -2.66900 1.38360 4.53854 -0.3 -0.2 0.3
C -0.13219 -0.93509 7.48607 -0.7 -0.9 0.8
N 0.26744 -2.33834 7.13889 -0.5 1.8 1.0
O 0.75610 -2.50631 6.07941 1.3 -0.6 -2.9
O 0.09802 -3.20177 7.95295 -0.5 -0.9 1.1
H -1.23200 -0.98169 7.54914 0.7 0.4 0.2
H 0.24620 -0.21431 6.78993 0.1 0.0 -0.6
H 0.34575 -0.81761 8.43817 -0.1 0.4 0.7